C4H13N3 | the ωB97M-V functional and the def2-TZVPD basis

Output
- Structure (SMILES): C=NCC.CNN
- Frontier orbital gap: 8.30 eV
- Max |F|: 4.4 eV/A
- HOMO energy: -7.479 eV
- Total charge: 0
- Spin multiplicity: 1

Structure (XYZ):
```
20
Properties=species:S:1:pos:R:3:mulliken_charge:R:1
N -1.48 1.65 -0.49 -0.50
N -0.94 -1.52 1.07 -0.66
N 0.79 -1.43 1.16 -0.38
C -2.18 0.64 -0.33 -0.24
C 0.81 2.06 -1.21 -1.21
C -0.11 1.76 -0.03 0.06
C 1.39 -1.81 -0.10 -0.63
H -1.64 -0.41 0.29 0.31
H 1.05 -2.78 -0.48 0.31
H -0.08 2.59 0.68 0.28
H 0.22 0.85 0.49 0.07
H -1.12 -1.09 1.97 0.32
H 1.14 -1.07 -0.85 0.16
H 0.56 3.02 -1.66 0.35
H -3.21 0.64 -0.69 0.32
H 0.73 1.28 -1.97 0.28
H 2.48 -1.84 0.01 0.31
H 1.85 2.08 -0.87 0.31
H 1.02 -2.14 1.86 0.30
H -1.29 -2.48 1.13 0.24
```